Record 1
Here is a 2-piece molecular cluster, C4H7NOS overall in a non-equilibrium geometry from the Open Molecules 2025 dataset. Energies are from ωB97M-V with the def2-TZVPD basis set.

Results
Kohn-Sham gap (spin up / spin down): 8.33 / 6.81 eV
E_HOMO (spin up / spin down): -9.175 / -8.309 eV
energy relative to the best compared isomer or geometry (same formula, charge and spin): 154.2 kcal/mol

XYZ file:
```
14
Properties=species:S:1:pos:R:3:forces:R:3
C -0.928976 0.298725 0.412884 -2.26 0.45 1.48
C -0.253707 -0.086746 -0.628176 2.04 0.50 1.48
C -0.764768 -0.207301 -1.991708 -2.16 -0.12 -2.12
C 1.277208 -0.315331 -0.373743 -1.55 -0.59 1.74
N -0.009691 0.610006 2.968295 0.38 3.28 0.73
O 0.046539 1.783349 3.315060 -0.59 -2.29 -1.12
S 0.700250 -0.662848 3.511598 0.21 -1.09 0.13
H -1.940188 0.552783 0.880594 1.73 -0.39 -1.18
H -0.928766 -1.260223 -2.246837 -0.08 -0.06 0.16
H -0.208762 0.155538 -2.875468 0.53 0.20 0.93
H -1.762109 0.302585 -2.105128 0.81 -0.59 0.29
H 1.721063 0.070847 -1.258577 1.16 0.44 -0.32
H 1.548739 0.153463 0.631014 -0.05 -0.28 -1.76
H 1.503169 -1.394846 -0.239807 -0.16 0.53 -0.43
```
Positions in Å, forces in eV/Å.

=====

Record 2
Here is C12H19GeLiNO4Se as an isolated structure in a non-equilibrium geometry from the Open Molecules 2025 dataset. Energies are from ωB97M-V with the def2-TZVPD basis set.

Results
Kohn-Sham gap: 6.64 eV
charge: +1
E_HOMO: -10.629 eV
energy relative to the best compared isomer or geometry (same formula, charge and spin): 19.2 kcal/mol

XYZ file:
```
39
Properties=species:S:1:pos:R:3:forces:R:3
Li 0.141598 -0.080703 0.109501 -0.08 -0.07 -0.21
O -1.217957 1.804587 3.484989 -0.01 0.22 0.57
C -0.647628 1.129662 2.520413 -0.54 0.13 -0.70
O -1.098683 1.015064 1.396072 -0.08 0.10 0.15
C 0.649515 0.483047 2.860003 0.54 -0.23 0.37
C 1.321197 0.476968 4.076706 0.04 -0.10 -0.29
C 2.558016 -0.166258 4.118394 -0.22 0.23 0.08
C 3.065679 -0.790280 2.990890 -0.30 -0.17 -0.58
C 2.280886 -0.789850 1.829666 -0.18 0.67 1.28
N 1.125243 -0.139750 1.798863 0.31 -0.08 0.18
C 2.499750 -1.439620 0.524712 -0.36 -0.35 -1.54
O 3.698297 -1.906820 0.181117 -0.19 -0.08 0.00
O 1.573770 -1.471679 -0.275421 1.27 -1.19 1.50
H -2.047948 2.228387 3.202191 0.17 -0.20 -0.16
H 0.897168 0.947805 4.946972 -0.02 0.11 0.11
H 3.127404 -0.170148 5.036059 0.02 -0.03 0.05
H 4.026833 -1.280160 3.035383 0.06 -0.08 0.00
H 4.379977 -1.774132 0.850839 -0.06 0.05 0.10
C 2.283919 1.091257 -5.614203 0.44 -0.18 0.28
Ge 3.677474 0.268654 -4.472090 -0.30 -0.07 0.21
C 4.558526 1.630590 -3.332334 -0.23 -0.35 -0.35
C 4.950304 -0.883688 -5.473328 -0.42 0.42 0.34
C 2.643956 -0.830897 -3.127071 0.19 0.27 -0.14
Se 1.265683 0.270779 -2.278486 -0.13 1.31 -0.86
C -0.288332 -0.525813 -3.110370 0.08 -0.08 -0.14
H 2.711103 1.787055 -6.328722 0.09 0.08 -0.10
H 1.587076 1.635008 -4.979732 -0.02 0.04 0.04
H 1.736786 0.331256 -6.164561 -0.04 -0.13 -0.08
H 5.082994 2.377498 -3.919592 0.05 0.09 -0.08
H 5.270692 1.163813 -2.657737 0.11 -0.10 0.06
H 3.794590 2.130087 -2.738363 -0.05 0.06 0.00
H 5.504624 -0.279128 -6.184837 0.06 0.10 -0.08
H 4.422366 -1.655981 -6.024526 -0.11 -0.07 -0.03
H 5.661478 -1.357660 -4.803660 0.05 -0.04 0.12
H 3.291611 -1.206145 -2.338414 0.01 -0.10 -0.02
H 2.114390 -1.670495 -3.572874 0.06 -0.08 0.00
H -0.187933 -0.425657 -4.191624 -0.14 -0.05 0.11
H -1.169913 0.014667 -2.764154 0.03 -0.06 -0.10
H -0.339970 -1.575423 -2.822292 -0.11 0.03 -0.08
```
Positions in Å, forces in eV/Å.

=====

Record 3
Here is a 3-piece molecular cluster, C3H13NO3 overall in a non-equilibrium geometry from the Open Molecules 2025 dataset. Energies are from ωB97M-V with the def2-TZVPD basis set.

Results
Kohn-Sham gap: 9.83 eV
structure (SMILES): NCCCO.O.O
E_HOMO: -9.229 eV
energy relative to the best compared isomer or geometry (same formula, charge and spin): 21.2 kcal/mol

XYZ file:
```
20
Properties=species:S:1:pos:R:3:forces:R:3
N -2.977462 -1.289096 -0.392239 -1.32 -0.24 0.07
C -1.774060 -0.523544 -0.132944 0.19 0.03 1.97
C -0.542847 -1.085265 -0.823198 -0.27 0.37 -0.75
C 0.493712 -1.648371 0.113156 -0.25 -0.97 0.44
O 1.123794 -0.644800 0.918130 0.23 -0.40 -0.70
H -3.751902 -0.892130 0.140562 0.14 0.26 -0.37
H -2.995711 -2.246066 -0.045012 0.79 0.06 -0.15
H -2.011179 0.527661 -0.311547 0.21 -0.12 -0.65
H -1.534313 -0.505508 0.950796 -0.03 -0.06 -0.14
H -0.075852 -0.307885 -1.424668 0.15 0.06 -0.17
H -0.898954 -1.846905 -1.524251 0.21 -0.07 0.02
H 1.215534 -2.281606 -0.419035 0.21 0.51 -0.16
H 0.045023 -2.381791 0.789430 -0.28 0.26 0.24
H 1.916966 -0.438097 0.410594 -0.03 0.41 0.32
O 1.426907 3.070073 1.150055 0.01 0.09 0.00
H 0.947740 3.586151 1.806835 -0.09 -0.18 -0.13
H 0.822860 2.408413 0.786483 0.04 0.11 0.24
O 2.738982 2.059364 -1.033617 0.14 -0.08 0.00
H 3.260297 1.554196 -0.400273 0.04 0.08 -0.08
H 2.570464 2.885202 -0.559254 -0.10 -0.10 -0.01
```
Positions in Å, forces in eV/Å.

=====

Record 4
Here is C42H38Cl4CuF6N7O16S2 as an isolated structure in a non-equilibrium geometry from the Open Molecules 2025 dataset. Energies are from ωB97M-V with the def2-TZVPD basis set.

Results
multiplicity: 2
Kohn-Sham gap (spin up / spin down): 6.57 / 3.46 eV
charge: +1
E_HOMO (spin up / spin down): -11.609 / -11.609 eV
energy relative to the best compared isomer or geometry (same formula, charge and spin): 0.0 kcal/mol

XYZ file:
```
116
Properties=species:S:1:pos:R:3:forces:R:3
Cu -2.952005 0.420820 -0.799499 1.85 1.55 0.56
C 0.253528 1.344637 1.309984 -1.11 -0.02 -0.27
F 1.438345 1.884080 1.213105 -0.06 -0.12 0.02
F 0.000509 0.938322 2.550345 0.46 0.23 -0.15
F -0.705963 2.236993 0.965759 0.58 -0.11 0.18
S -0.001610 -0.161419 0.197078 0.64 -0.67 0.24
O 1.258032 -0.561014 -0.327171 0.13 0.48 -0.47
O -0.688362 -1.109669 1.010531 -1.11 0.46 -0.24
N -0.985552 0.393803 -1.051128 -0.16 -0.73 1.25
S -0.188363 1.263329 -2.212658 -0.27 1.15 -1.72
O -1.194709 1.952344 -2.955501 -0.19 -0.37 0.21
O 0.950531 1.981497 -1.748755 -0.20 -0.49 0.56
C 0.419002 -0.059192 -3.413975 -0.89 -0.20 0.26
F 0.076645 0.312411 -4.633641 0.17 0.09 0.05
F 1.709211 -0.190745 -3.316698 0.69 -0.16 -0.01
F -0.195139 -1.213894 -3.136967 0.18 0.05 -0.03
Cl 5.132897 -0.482629 4.491530 0.06 0.00 -0.02
C 5.118182 -0.590314 2.706781 0.42 -0.24 0.36
C 3.723126 -0.609518 2.195557 -1.25 0.12 -0.36
Cl 2.872669 -2.158946 2.527263 0.23 -0.09 -0.06
H 5.640214 -1.504654 2.435511 0.02 0.01 0.00
H 5.685136 0.256214 2.330766 -0.13 0.12 -0.07
H 3.643911 -0.447333 1.121100 0.31 -0.15 -0.03
H 3.067630 0.121282 2.663478 0.36 0.25 0.15
Cl 5.339849 -4.580402 -3.907679 0.13 0.01 -0.01
C 4.415332 -3.137986 -4.340274 -0.17 0.78 0.66
C 3.331862 -3.371466 -5.360847 -0.39 -0.33 -1.99
Cl 2.575711 -4.990981 -5.354780 -0.17 0.11 0.38
H 5.124569 -2.385901 -4.683498 -0.01 -0.14 -0.36
H 4.006408 -2.700560 -3.427766 -0.12 -0.41 0.12
H 3.680398 -3.286774 -6.394344 0.65 -0.18 0.27
H 2.513283 -2.651788 -5.418569 0.05 0.10 0.98
C 1.304817 5.635219 2.445867 -0.48 0.25 0.23
C 1.460042 5.815141 3.816030 0.64 0.09 -0.57
C 0.401622 5.607128 4.666687 0.37 -0.28 0.73
C -0.818310 5.254929 4.148326 -0.69 0.20 -0.31
C -1.035335 5.100767 2.791803 0.33 -0.15 0.12
C 0.055794 5.268645 1.962332 0.14 -0.30 -0.81
N -1.975759 5.137348 5.048991 -0.25 0.18 -0.52
O -1.769785 5.226379 6.228349 0.10 -0.10 0.87
O -3.076611 4.988097 4.544478 0.12 -0.14 -0.04
H 2.099238 5.833261 1.740517 0.16 -0.12 0.13
H 2.415609 6.120043 4.221076 0.01 -0.05 0.01
H 0.569687 5.653686 5.732663 -0.28 0.21 0.04
H -2.004945 4.824471 2.411890 -0.08 0.07 0.03
H -0.054015 5.068601 0.899749 -0.07 0.20 0.07
C -6.787330 5.618428 -0.082572 -0.25 -0.24 0.42
C -6.682265 4.251346 0.120774 -0.27 -0.24 -0.72
C -5.540732 3.582160 -0.278496 -0.29 -0.39 0.65
C -4.459667 4.320935 -0.709777 0.20 -0.42 -0.68
C -4.534597 5.671512 -0.920712 -0.08 1.19 0.70
C -5.704286 6.316460 -0.570120 -0.34 0.41 -1.05
N -3.218592 3.662199 -1.074948 -0.12 -0.64 0.62
O -2.228444 4.302401 -1.174621 0.68 0.34 -0.18
O -3.227500 2.419144 -1.207492 -0.74 -0.47 -0.06
H -7.741736 6.080831 0.128664 0.12 0.27 -0.02
H -7.562992 3.691723 0.405596 0.13 -0.04 0.25
H -5.514922 2.505453 -0.205644 0.21 0.01 -0.01
H -3.747238 6.328014 -1.258150 0.38 -0.57 -0.28
H -5.798831 7.338670 -0.913880 -0.07 0.16 0.54
C 4.094440 -0.170047 -6.381699 0.39 -0.36 -0.97
C 3.833415 -0.603183 -7.687216 -0.62 0.52 0.46
C 4.669588 -0.222183 -8.717603 0.10 -0.27 -0.49
C 5.744444 0.592761 -8.453229 0.26 0.09 0.49
C 6.069465 1.009146 -7.175994 -0.24 -0.40 -0.21
C 5.231772 0.588686 -6.156738 -0.19 0.77 0.92
N 6.545765 1.084321 -9.576214 0.51 0.49 0.14
O 6.351373 0.594126 -10.661194 -0.01 -0.16 -0.40
O 7.343139 1.979066 -9.342059 -0.22 -0.34 -0.08
H 3.451627 -0.467487 -5.565264 -0.09 0.20 0.02
H 2.878416 -1.063384 -7.916272 0.27 -0.44 0.02
H 4.554848 -0.552515 -9.741739 -0.36 0.08 0.06
H 6.953133 1.602926 -7.009183 -0.08 0.18 0.06
H 5.371859 1.010427 -5.164221 0.28 -0.32 -0.02
C 0.257156 -3.279654 5.043708 -0.15 0.13 0.70
C -0.318164 -2.995740 3.811970 0.77 -0.64 -0.57
C -1.567636 -3.476189 3.511740 -0.61 -0.55 -0.18
C -2.278896 -4.170766 4.475587 0.25 0.00 -0.17
C -1.744844 -4.471286 5.707127 -0.15 0.78 0.31
C -0.470538 -3.991891 5.988589 -0.29 -0.50 0.19
N -3.628164 -4.619395 4.138758 -0.20 -0.22 0.24
O -4.371842 -4.897624 5.058767 0.03 0.02 -0.07
O -3.919854 -4.679036 2.963461 -0.20 0.05 -0.24
H 1.247655 -2.942551 5.321998 0.07 0.03 -0.31
H 0.274205 -2.626926 2.985094 0.01 0.53 0.27
H -1.997688 -3.433248 2.519776 0.08 0.33 0.00
H -2.335493 -4.937086 6.482920 0.00 -0.28 -0.19
H -0.096185 -4.268924 6.966754 0.40 0.32 -0.11
C -2.304098 -0.080719 5.915718 -0.06 0.02 0.13
C -3.021944 -0.847622 5.005901 0.53 -0.27 0.61
C -3.265785 -0.362406 3.744598 -0.63 -0.43 -0.20
C -2.861972 0.923352 3.447152 -0.49 -0.03 0.35
C -2.248079 1.746296 4.374706 0.46 0.13 -0.32
C -1.939496 1.215582 5.607796 -0.10 0.66 0.14
N -3.190331 1.473380 2.172271 0.88 0.56 -0.74
O -3.387492 0.679324 1.220396 -0.43 -1.04 -0.37
O -3.169244 2.656549 1.997055 -0.31 0.21 0.05
H -2.031153 -0.476432 6.884655 -0.17 -0.10 0.02
H -3.326381 -1.829824 5.336125 -0.17 -0.07 -0.32
H -3.840730 -0.929958 3.026212 0.12 -0.08 -0.02
H -1.918944 2.727684 4.067074 -0.19 0.07 0.15
H -1.495493 1.866017 6.350053 0.25 -0.16 -0.02
C 0.067092 -5.288697 0.221412 -0.50 0.18 0.11
C 0.051576 -6.572114 -0.304103 -0.32 -0.28 0.37
C -0.177439 -6.787848 -1.644086 0.78 0.19 -0.94
C -0.372156 -5.691222 -2.476693 -0.19 -0.41 0.74
C -0.336611 -4.411118 -1.971812 -0.32 0.79 0.05
C -0.119633 -4.197572 -0.622077 0.45 -0.50 0.05
N -0.779420 -5.912036 -3.862782 -0.08 0.26 -0.01
O -0.894331 -4.920140 -4.549953 -0.03 0.20 -0.38
O -1.031705 -7.040604 -4.217886 0.16 -0.18 -0.03
H 0.106005 -5.156256 1.296290 0.32 0.06 -0.04
H 0.119562 -7.439970 0.339235 0.26 0.10 0.09
H -0.047702 -7.759159 -2.104328 -0.50 -0.08 0.19
H -0.560638 -3.532054 -2.559108 0.14 -0.33 -0.43
H -0.054636 -3.178332 -0.273894 -0.13 -0.02 0.26
```
Positions in Å, forces in eV/Å.

=====

Record 5
Here is C33H40IrN7PSe as an isolated structure in a non-equilibrium geometry from the Open Molecules 2025 dataset. Energies are from ωB97M-V with the def2-TZVPD basis set.

Results
multiplicity: 2
Kohn-Sham gap (spin up / spin down): 6.99 / 6.18 eV
charge: +2
E_HOMO (spin up / spin down): -13.547 / -13.699 eV
energy relative to the best compared isomer or geometry (same formula, charge and spin): 23.6 kcal/mol

XYZ file:
```
83
Properties=species:S:1:pos:R:3:forces:R:3
Ir 0.118708 0.048083 0.043384 -1.05 0.26 -1.96
N 2.746697 1.196142 -3.124166 0.02 -0.07 -0.06
C 1.739607 1.568582 -2.339357 -0.26 0.04 -0.06
N 1.405301 0.536618 -1.581312 0.76 -0.24 0.44
C 2.284485 -0.440550 -1.955030 0.16 -0.05 0.00
N 3.113965 -0.080454 -2.893820 -0.07 0.18 0.01
C 2.216538 -1.706231 -1.246108 -0.02 0.05 -0.08
C 3.141359 -2.732951 -1.343116 -0.10 -0.12 -0.05
N 3.002299 -3.847770 -0.636923 -0.03 0.03 0.00
C 1.945122 -3.934762 0.161382 0.00 -0.05 -0.11
C 1.036773 -2.893084 0.305296 -0.19 -0.10 -0.16
N 1.171894 -1.773869 -0.404650 0.67 0.24 0.57
H 3.220343 1.734621 -3.835880 -0.01 0.01 0.00
H 1.283878 2.545047 -2.344152 0.01 -0.01 -0.02
H 4.002273 -2.639834 -1.993837 -0.02 -0.01 -0.02
H 1.812241 -4.857593 0.711617 0.02 0.03 0.05
H 0.193783 -2.960520 0.978382 0.02 0.01 0.02
C 1.694737 -1.247857 3.312356 0.02 0.05 0.01
C 2.416980 -0.060446 2.666316 -0.04 -0.23 -0.11
C 3.316225 0.663978 3.669914 -0.01 -0.02 0.01
P 1.204164 0.992950 1.791588 0.09 0.10 0.25
C 2.019676 2.595344 1.428546 0.06 -0.16 -0.46
C 1.044264 3.532911 0.714458 0.00 0.03 0.15
C 3.300301 2.374739 0.609517 0.04 0.04 0.19
C -0.178393 1.380564 2.873972 0.02 -0.12 0.10
C -0.113469 1.759630 4.210438 0.03 0.15 -0.12
C -1.275077 1.961070 4.949548 -0.06 0.00 0.02
C -1.219721 2.328138 6.405072 -0.05 0.00 -0.03
C -2.501036 1.781920 4.305208 0.07 0.02 0.03
C -2.580135 1.397770 2.977221 -0.02 -0.02 -0.08
C -1.408409 1.191496 2.261135 -0.01 -0.25 -0.04
N -1.389500 0.663822 0.915906 -0.55 0.06 0.91
C -2.697379 0.580026 0.286933 0.14 -0.14 -0.07
C -3.335113 -0.661223 0.166573 -0.17 -0.07 0.36
C -2.757896 -1.930033 0.733469 0.07 0.09 0.00
C -4.593581 -0.696722 -0.416408 -0.01 0.03 -0.08
C -5.219613 0.448328 -0.898683 0.00 -0.03 0.01
C -6.574193 0.380951 -1.543583 0.01 0.04 0.05
C -4.560896 1.664478 -0.750194 0.00 0.00 -0.02
C -3.310505 1.759083 -0.155146 0.04 0.14 -0.21
C -2.628376 3.095787 -0.053669 0.02 -0.07 -0.01
H 2.421951 -1.993274 3.634269 0.01 0.01 0.02
H 0.999303 -1.725751 2.622134 -0.02 0.02 0.05
H 1.126941 -0.928723 4.186710 0.01 0.00 0.00
H 3.046019 -0.442367 1.851392 0.02 0.03 0.00
H 2.758353 1.020624 4.534425 -0.02 -0.03 0.00
H 3.852398 1.505348 3.237176 0.01 0.00 0.01
H 4.059480 -0.044708 4.036485 0.00 0.01 0.02
H 2.274311 3.022804 2.402396 0.00 -0.03 0.04
H 0.639664 3.068586 -0.186003 0.00 0.02 -0.02
H 1.557627 4.451947 0.430120 0.00 0.00 0.02
H 0.203707 3.803056 1.354156 -0.02 -0.02 -0.02
H 3.122857 1.725527 -0.245996 0.03 0.02 -0.02
H 4.097348 1.924041 1.198853 0.00 -0.01 -0.01
H 3.670429 3.331052 0.238773 0.00 0.00 0.01
H 0.843674 1.912653 4.692206 0.00 -0.01 0.00
H -0.204144 2.552759 6.724906 0.00 0.01 0.00
H -1.595372 1.506797 7.017397 0.02 0.00 0.00
H -1.847629 3.194545 6.612603 0.02 0.01 -0.01
H -3.417306 1.934457 4.862153 0.00 -0.01 0.00
H -3.542420 1.235914 2.510497 -0.02 0.03 0.03
H -2.737899 -1.894030 1.825641 0.02 -0.01 -0.01
H -1.735015 -2.099341 0.393324 0.01 0.00 -0.05
H -3.357980 -2.786805 0.433935 -0.02 0.00 0.03
H -5.107046 -1.648773 -0.487892 0.03 -0.01 -0.05
H -6.832639 -0.637781 -1.825893 0.00 0.00 -0.01
H -6.614231 1.011971 -2.431214 0.00 -0.02 -0.01
H -7.340661 0.744040 -0.856239 0.00 -0.01 0.00
H -5.031349 2.570289 -1.115548 0.01 0.00 0.00
H -3.255617 3.873223 -0.483434 0.01 0.00 -0.01
H -1.679568 3.087306 -0.595853 0.01 0.01 0.02
H -2.416158 3.370554 0.980895 0.01 -0.01 0.00
Se -1.481683 0.040697 -2.425504 0.34 0.34 0.21
C -2.582323 -1.115777 -3.406432 0.04 -0.29 0.29
C -3.237565 -0.618683 -4.529855 -0.03 0.05 0.01
C -4.043824 -1.492995 -5.247418 -0.04 -0.04 0.01
N -4.223501 -2.767276 -4.912267 0.05 0.04 0.05
C -3.588427 -3.231203 -3.835652 -0.05 0.00 -0.04
C -2.757803 -2.452268 -3.048130 0.00 -0.01 -0.01
H -3.126437 0.412587 -4.835725 -0.01 0.00 0.00
H -4.573444 -1.150474 -6.128416 0.01 0.01 0.00
H -3.755585 -4.274846 -3.596188 0.01 0.00 0.01
H -2.261920 -2.869922 -2.182148 0.00 0.00 0.00
```
Positions in Å, forces in eV/Å.